No. 1
Density functional theory data (wB97M-V/def2-TZVPD) for a 12-piece molecular cluster, C39H65NO19 overall in a non-equilibrium geometry.

Geometry (Å):
O  30.27  -5.87  16.84
O  36.56  -5.37  17.85
O  32.50  -2.48  15.61
O  40.83  -1.39  15.71
O  33.30  -5.35  11.88
O  34.73  -6.59  18.19
O  29.99  -6.17  14.66
O  39.10  -2.77  15.36
O  28.73  -2.00  17.83
O  32.52  -5.78  21.80
O  28.32  -9.89  18.18
O  33.54  -9.01  20.84
O  30.64  -5.40  22.95
O  32.54  -9.40  14.44
O  38.26  -2.92  21.32
O  33.16  -7.47  12.56
O  32.94  -1.28  17.41
O  27.42  -10.26  20.19
O  33.41  -10.29  19.02
N  37.95  -8.90  17.45
C  28.42  -4.78  15.66
C  31.61  -2.50  14.48
C  40.21  -2.37  16.01
C  40.47  -3.25  17.23
C  31.70  -6.15  22.59
C  31.25  -0.49  15.78
C  30.60  -1.38  14.76
C  37.10  -2.79  20.52
C  29.18  -2.88  18.86
C  33.60  -6.36  12.71
C  37.39  -10.57  16.12
C  34.10  -9.76  19.83
C  35.60  -9.69  19.94
C  32.28  -1.42  16.42
C  35.83  -9.16  21.35
C  29.60  -9.52  17.67
C  35.22  -4.67  13.10
C  37.29  -8.34  16.40
C  35.39  -5.42  18.10
C  39.19  -4.08  17.34
C  34.42  -4.29  18.33
C  29.64  -5.64  15.85
C  28.30  -9.81  19.53
C  30.28  -8.70  18.78
C  38.61  -3.99  15.92
C  33.30  -6.39  18.41
C  29.10  -5.77  13.62
C  36.92  -9.35  15.56
C  31.61  -7.50  23.27
C  34.07  -4.18  12.24
C  32.11  -8.63  15.54
C  30.20  -7.56  23.83
C  29.81  -6.09  23.93
C  27.86  -5.24  14.33
C  33.08  -4.94  17.99
C  34.57  -8.32  21.52
C  34.57  -5.88  13.79
C  38.03  -10.26  17.28
C  29.54  -9.09  20.04
H  31.89  -8.28  22.56
H  37.28  -11.57  15.74
H  30.15  -10.41  17.36
H  30.02  -5.61  24.89
H  36.07  -5.05  12.54
H  35.26  -6.70  14.00
H  39.30  -5.14  17.58
H  32.80  -4.87  16.94
H  34.60  -3.46  17.64
H  36.46  -9.18  14.60
H  36.81  -3.79  20.19
H  34.34  -3.64  11.33
H  30.35  -0.87  13.82
H  34.72  -7.33  21.08
H  29.61  -1.74  15.05
H  29.52  -8.07  23.15
H  34.39  -3.85  19.32
H  34.27  -8.16  22.55
H  36.08  -10.58  19.55
H  33.09  -6.60  19.46
H  38.46  -8.32  18.10
H  35.85  -8.90  19.20
H  41.34  -3.90  17.07
H  33.99  -5.66  14.69
H  37.35  -2.19  19.64
H  29.14  -8.21  20.54
H  40.61  -2.56  18.06
H  38.48  -3.69  18.06
H  30.14  -7.64  18.55
H  29.48  -8.88  16.80
H  37.06  -7.29  16.36
H  27.77  -1.93  17.77
H  38.41  -10.88  18.08
H  38.97  -4.81  15.29
H  32.27  -9.20  16.46
H  32.67  -8.77  13.71
H  30.07  -9.69  20.77
H  29.95  -3.53  18.43
H  28.79  -5.88  23.62
H  36.75  -8.60  21.49
H  38.01  -3.01  22.24
H  28.38  -3.51  19.24
H  32.64  -7.67  15.64
H  35.57  -3.91  13.79
H  28.75  -3.73  15.63
H  27.16  -6.07  14.50
H  31.84  0.34  15.39
H  31.05  -8.41  15.44
H  30.16  -8.07  24.78
H  29.68  -2.28  19.62
H  28.94  -6.58  12.91
H  35.85  -9.99  22.06
H  37.53  -4.01  15.91
H  29.60  -4.98  13.04
H  27.29  -4.49  13.78
H  27.74  -4.86  16.50
H  31.20  -3.49  14.28
H  32.25  -2.18  13.66
H  36.25  -2.27  20.97
H  33.43  -3.54  12.85
H  30.66  -0.19  16.64
H  32.77  -7.08  17.77
H  31.36  -8.83  18.85
H  32.29  -4.40  18.51
H  32.43  -7.54  23.99

Summary:
Orbital gap in eV: 8.15
F_max in eV/A: 1.797
LUMO level in eV: 0.06
Net charge: 0
HOMO energy in eV: -8.09
Energy above the lowest of the compared OMol25 structures with the same formula, charge and spin in eV: 1.111
SMILES string: c1cc[nH]c1.O=C1CCCO1.O=C1CCCO1.O=C1CCCO1.O=C1CCCO1.O=C1CCCO1.O=C1CCCO1.O=C1CCCO1.O=C1CCCO1.CO.CO.CO
Molecular weight in Da: 851.937

Löwdin atomic charge list, values in e, 4 entries: 0.117 0.090 0.007 0.117

---

No. 2
Density functional theory data (wB97M-V/def2-TZVPD) for a 6-piece molecular cluster, C39H66F12IN2O14S6 overall in a non-equilibrium geometry.

Geometry (Å):
I  -4.62  4.16  1.12
S  1.04  -2.61  2.05
S  9.27  -1.80  2.06
S  -4.81  0.69  -6.26
S  -1.36  3.35  1.63
S  -3.21  -2.46  -2.79
S  5.33  -0.91  6.69
F  0.68  2.54  3.20
F  0.82  4.39  2.28
F  3.20  2.04  2.46
F  5.11  2.43  0.49
F  1.26  1.48  0.36
F  1.37  3.68  -0.02
F  -4.74  3.88  -4.11
F  3.60  2.39  -1.01
F  3.88  0.71  0.39
F  -4.02  6.42  -3.21
F  3.43  3.97  1.39
F  -2.12  6.10  -4.31
O  6.32  -0.99  7.73
O  -1.91  3.78  2.91
O  8.13  -1.27  2.77
O  -5.90  0.95  -3.09
O  9.62  -1.35  0.73
O  -0.89  2.50  -1.04
O  -0.35  -2.26  2.22
O  1.54  -3.18  0.83
O  -4.64  -2.66  -2.83
O  -2.63  -1.28  -2.15
O  -5.16  1.45  -5.08
O  -1.41  4.50  0.78
O  4.11  -1.68  6.73
O  -3.73  -0.27  -6.25
N  -4.72  1.34  0.35
N  -4.17  1.68  2.62
C  -2.43  -3.92  -2.13
C  -3.81  2.08  1.25
C  2.58  -2.82  4.22
C  -3.21  5.57  -3.82
C  -4.57  1.81  -7.63
C  10.71  -2.96  3.92
C  6.14  -1.17  5.10
C  1.44  2.70  0.89
C  -1.78  0.52  1.56
C  -1.64  -3.85  -4.43
C  1.54  -3.64  3.44
C  -6.61  0.60  -8.23
C  -1.42  0.51  3.07
C  6.01  0.15  4.34
C  -5.29  1.13  -8.80
C  -4.45  1.39  -1.13
C  -3.47  4.28  -3.89
C  -3.23  2.25  -1.51
C  0.44  3.11  2.02
C  5.93  1.28  5.37
C  4.92  0.81  6.42
C  -2.29  1.92  0.96
C  -6.28  -0.11  -6.91
C  -2.30  3.30  -3.67
C  -3.65  -1.33  2.12
C  -5.76  1.75  -1.94
C  -2.60  -0.73  1.13
C  -2.77  1.98  -2.98
C  2.27  -1.34  3.99
C  10.38  -4.07  2.91
C  9.18  -3.59  2.08
C  2.04  -1.19  2.49
C  2.96  2.73  1.33
C  -6.39  -0.36  -2.76
C  10.71  -1.67  3.12
C  -2.55  -2.61  -4.45
C  3.86  2.02  0.23
C  -2.18  -4.80  -3.35
C  -2.04  1.78  -0.59
H  10.62  -0.78  3.74
H  2.57  -3.08  5.27
H  -4.10  2.54  3.18
H  2.98  -1.27  1.94
H  9.94  -2.93  4.69
H  -0.35  1.91  -1.58
H  -0.33  0.38  3.18
H  -3.39  -2.74  -5.13
H  5.10  0.15  3.74
H  -0.62  -3.55  -4.19
H  -1.62  -4.33  -5.41
H  11.24  -4.24  2.26
H  9.22  -3.96  1.06
H  -3.11  -5.25  -3.68
H  11.58  -1.59  2.48
H  -5.05  2.75  -7.38
H  -3.80  -0.77  3.05
H  -6.92  -0.42  -1.79
H  -1.47  -5.59  -3.13
H  -0.82  0.40  1.03
H  -3.37  -2.36  2.41
H  -7.09  -0.01  -6.18
H  -6.68  1.60  -1.33
H  6.85  0.29  3.66
H  -1.87  -1.53  0.92
H  -5.54  -1.08  -2.82
H  -4.68  0.29  -9.17
H  -1.65  1.44  3.61
H  -1.58  3.82  -3.04
H  -7.29  1.43  -8.04
H  10.15  -5.02  3.41
H  1.37  -1.07  4.54
H  5.63  2.22  4.92
H  -3.11  -0.58  0.17
H  -4.90  0.36  0.60
H  11.67  -3.13  4.40
H  -3.09  -4.39  -1.39
H  4.99  1.36  7.36
H  7.18  -1.42  5.30
H  -7.07  -0.65  -3.58
H  -3.57  1.56  -3.60
H  0.66  -3.84  4.04
H  5.65  -1.99  4.58
H  -1.95  1.25  -3.02
H  1.96  -4.57  3.06
H  -4.22  0.36  -1.45
H  1.52  -0.28  2.23
H  -7.10  -0.08  -8.92
H  -5.14  1.38  2.64
H  3.08  -0.70  4.33
H  -5.45  1.82  -9.62
H  3.59  -3.05  3.84
H  -3.39  3.34  -1.47
H  -5.65  1.77  0.47
H  -3.51  1.95  -7.81
H  -2.01  -1.71  -4.71
H  -1.50  -3.62  -1.65
H  8.23  -3.88  2.54
H  -1.85  -0.30  3.67
H  6.91  1.42  5.84
H  -1.82  3.08  -4.64
H  -4.63  -1.44  1.61
H  -1.87  0.73  -0.91
H  -6.05  -1.16  -7.06
H  3.90  0.86  6.03
H  -5.73  2.83  -2.18

Summary:
Orbital gap in eV: 7.59
F_max in eV/A: 4.241
LUMO level in eV: -3.02
Net charge: +1
HOMO energy in eV: -10.61
Energy above the lowest of the compared OMol25 structures with the same formula, charge and spin in eV: 0.944
Molecular weight in Da: 1334.239

Löwdin atomic charge list, values in e, 4 entries: 1.119 0.693 0.680 0.698

---

No. 3
Density functional theory data (wB97M-V/def2-TZVPD) for a 12-piece molecular cluster, C39H66O21 overall in a non-equilibrium geometry.

Geometry (Å):
O  -1.68  -1.41  -2.05
O  2.44  6.40  -0.75
O  -0.17  0.83  6.63
O  2.13  2.20  2.60
O  1.17  1.63  -0.03
O  6.32  -1.03  1.15
O  3.11  8.51  -1.26
O  5.02  -1.57  2.91
O  -1.33  -2.03  1.87
O  1.70  -5.81  0.23
O  1.81  0.42  5.79
O  -5.86  -2.72  1.40
O  -2.05  0.63  -2.83
O  -0.74  -3.67  3.37
O  2.29  -2.22  -3.65
O  3.15  -0.05  -3.60
O  0.29  2.93  -2.40
O  -2.11  3.28  2.41
O  -4.27  -1.51  0.56
O  0.11  2.84  -4.67
O  0.39  -5.13  -1.39
C  -2.41  -4.24  1.76
C  -3.80  -1.03  -2.90
C  2.19  -3.86  1.33
C  -5.19  -1.75  1.46
C  -1.45  -3.15  2.33
C  -0.70  3.42  -5.67
C  1.26  5.68  -0.45
C  -2.21  -2.75  -2.22
C  0.08  -0.87  4.87
C  2.24  7.70  -0.95
C  0.31  -1.81  -4.95
C  4.07  -0.32  1.02
C  2.41  -0.39  4.78
C  -1.22  -4.98  3.67
C  -1.92  -5.46  2.42
C  -5.28  -0.60  2.42
C  0.67  0.31  -0.02
C  0.78  8.01  -0.81
C  2.21  -0.87  -3.83
C  2.44  -5.33  1.34
C  0.79  -0.52  -4.32
C  5.14  -1.05  1.83
C  1.14  2.96  3.21
C  -1.74  2.83  1.21
C  -3.44  -2.51  -3.08
C  1.12  -2.89  -4.16
C  6.21  -0.32  -0.06
C  1.84  -3.52  -0.13
C  1.24  -0.84  3.91
C  -3.98  0.17  2.17
C  -1.95  3.83  -4.98
C  0.52  0.20  5.86
C  -2.47  -0.47  -2.58
C  -0.29  3.19  -3.42
C  4.69  -0.14  -0.35
C  1.24  -4.87  -0.56
C  0.15  6.59  -0.90
C  -1.59  3.97  -3.49
C  -3.60  -0.31  0.75
H  -2.68  3.03  -5.08
H  -0.04  -1.87  5.29
H  -2.28  3.50  -2.79
H  0.31  2.26  3.22
H  -2.28  4.81  -5.34
H  -4.23  1.23  2.22
H  -1.20  -5.97  1.78
H  3.50  -5.59  1.30
H  1.55  -1.80  3.49
H  1.25  -0.28  -0.73
H  3.18  -0.95  1.07
H  1.84  1.98  1.71
H  -4.54  -0.86  -2.13
H  -3.41  -3.95  2.08
H  2.82  -1.30  5.22
H  -0.71  3.09  0.97
H  -0.92  2.82  -6.56
H  3.89  0.65  1.49
H  0.90  3.85  2.63
H  -6.13  -0.04  2.04
H  -1.43  -3.40  -2.60
H  -0.14  4.26  -6.07
H  1.17  4.70  -0.91
H  -2.42  -4.30  0.67
H  1.07  -0.22  3.03
H  6.65  -0.88  -0.89
H  -1.41  5.02  -3.25
H  3.11  -3.39  1.69
H  0.75  -0.28  0.89
H  -0.78  6.40  -0.38
H  -2.46  3.17  0.47
H  0.48  -3.26  -3.36
H  0.62  8.44  0.18
H  -0.75  -1.94  -4.74
H  6.71  0.65  -0.08
H  -0.39  0.40  -0.25
H  -3.84  0.47  0.02
H  0.40  8.76  -1.50
H  -2.52  -3.13  -1.25
H  -0.36  -5.63  3.85
H  -3.17  -2.51  -4.13
H  0.98  2.02  -0.88
H  -1.81  -4.93  4.59
H  -4.17  -0.62  -3.85
H  0.47  -1.85  -6.03
H  1.38  -3.65  -4.89
H  -0.83  -0.56  4.37
H  -1.81  1.74  1.22
H  -4.21  -3.25  -2.88
H  1.02  -2.81  -0.12
H  1.95  -5.71  2.24
H  0.28  -0.20  -3.41
H  4.39  0.79  -0.82
H  1.35  -3.72  2.02
H  1.06  5.46  0.60
H  -3.13  0.06  2.84
H  4.35  -0.93  -1.02
H  0.77  0.26  -5.08
H  2.68  -3.14  -0.71
H  -2.53  -0.40  0.59
H  3.18  0.17  4.24
H  -0.14  6.47  -1.95
H  -2.66  -6.21  2.70
H  -1.99  4.22  2.50
H  -5.30  -0.97  3.44
H  1.39  3.29  4.22

Summary:
Orbital gap in eV: 9.80
F_max in eV/A: 5.180
LUMO level in eV: 0.15
Net charge: 0
HOMO energy in eV: -9.65
SMILES string: O=C1CCCO1.O=C1CCCO1.O=C1CCCO1.O=C1CCCO1.O=C1CCCO1.O=C1CCCO1.O=C1CCCO1.O=C1CCCO1.O=C1CCCO1.CO.CO.CO
Molecular weight in Da: 870.936

Löwdin atomic charge list, values in e, 4 entries: 0.010 0.063 0.109 -0.131

---

Q: Look up the orbital gap of the second one.
A: 7.59 eV

---

Q: The lowest orbital gap belongs to which entry?
A: C39H66F12IN2O14S6